[1]
# C8H7Br2NSi

A cluster of 2 separate species, C8H7Br2NSi in total in a non-equilibrium geometry (ωB97M-V/def2-TZVPD, the Open Molecules 2025 dataset).

- ΔE to the lowest compared entry with this formula, charge and spin (kcal per mole) = 40.0
- lowest unoccupied orbital energy (alpha / beta) (eV) = -1.64 / -1.25
- E_tot (eV) = -157861.346
- charge = 0
- HOMO level (alpha / beta) (eV) = -7.92 / -8.14

Last column: natural (NBO) charge in e.
Element x y z (Å)
C  -3.43933  1.28479  -1.46056  -0.184
C  2.52287  1.07347  0.25138  -0.169
C  2.48201  0.17901  -0.86476  -0.212
C  1.62912  0.99618  1.30996  -0.229
C  1.44942  -0.72102  -0.91417  -0.174
C  0.66758  0.01856  1.25868  -0.148
C  0.52604  -0.85398  0.06481  -0.157
C  -0.52514  -1.79824  -0.00245  -0.284
N  -3.91845  1.92089  -2.29112  -0.269
Si  -2.81373  0.07091  -0.13680  0.891
Br  -4.15628  -1.50279  0.50175  -0.252
Br  -2.26602  1.49154  1.54218  -0.287
H  3.20585  1.81492  0.21079  0.200
H  3.27994  0.25937  -1.61705  0.223
H  1.59198  1.73672  2.08445  0.221
H  1.50703  -1.39188  -1.86497  0.214
H  -0.05081  0.04811  2.03016  0.217
H  -0.58141  -2.44226  -0.84547  0.198
H  -1.11065  -2.18432  0.74318  0.200

=====

[2]
# C8H7BrFN

The molecule C8H7BrFN in a non-equilibrium geometry (ωB97M-V/def2-TZVPD, the Open Molecules 2025 dataset).

- ΔE to the lowest compared entry with this formula, charge and spin (kcal per mole) = 28.3
- lowest unoccupied orbital energy (eV) = 0.44
- E_tot (eV) = -82655.899
- charge = 0
- SMILES = FC1=NC=C[C@H](C#CCBr)C1
- HOMO level (eV) = -8.89

Last column: natural (NBO) charge in e.
Element x y z (Å)
C  0.42044  0.12649  0.77883  0.013
C  1.59733  0.00661  0.82451  -0.035
C  -1.13085  1.27126  -0.35224  -0.249
C  -1.04428  0.34175  0.75564  -0.311
C  -1.07366  0.80362  -1.57347  -0.019
C  -1.75821  -0.92181  0.46613  -0.500
C  -1.11027  -1.27809  -0.82887  0.676
C  3.02271  0.04368  0.80543  -0.464
N  -0.83387  -0.51959  -1.79609  -0.477
F  -0.65877  -2.50845  -0.97651  -0.307
Br  3.83348  -0.31525  -0.99256  -0.012
H  -1.07001  2.36127  -0.18084  0.233
H  -1.33200  0.92600  1.75636  0.259
H  -1.10720  1.37464  -2.62530  0.215
H  -1.64528  -1.73384  1.16881  0.251
H  -2.80845  -0.68264  0.32893  0.244
H  3.21908  1.17440  0.86379  0.250
H  3.47980  -0.47004  1.57745  0.234

=====

[3]
# C8H7BrO2P

A cluster of 2 separate species, C8H7BrO2P in total in a non-equilibrium geometry (ωB97M-V/def2-TZVPD, the Open Molecules 2025 dataset).

- ΔE to the lowest compared entry with this formula, charge and spin (kcal per mole) = 11.6
- lowest unoccupied orbital energy (eV) = 3.09
- E_tot (eV) = -91836.995
- charge = -1
- HOMO level (eV) = -4.76

Last column: natural (NBO) charge in e.
Element x y z (Å)
C  -2.77867  0.14077  -0.74760  -0.240
C  -2.27053  -0.73165  0.24380  -0.193
C  -1.89331  1.21035  -1.15803  -0.196
C  -0.96789  -0.60338  0.75338  -0.214
C  -0.61682  1.26404  -0.68565  -0.215
C  -0.14822  0.35342  0.29289  -0.033
C  2.51429  -1.86159  -0.02428  0.556
C  1.23474  0.32925  0.70694  -0.792
O  1.70656  -1.95586  -0.98442  -0.648
O  3.05463  -2.55599  0.79336  -0.619
P  2.44017  -0.14315  -0.62071  0.872
Br  4.00791  2.44632  0.57482  -0.861
H  -3.64156  -0.06104  -1.23467  0.197
H  -2.98861  -1.50124  0.72529  0.201
H  -2.30008  1.95791  -1.74387  0.198
H  -0.55806  -1.36551  1.49538  0.216
H  -0.03945  2.11734  -0.86965  0.218
H  1.54626  -0.35486  1.62929  0.245
H  1.69864  1.31485  0.85373  0.308

=====

[4]
# C8H7ClO2

The molecule C8H7ClO2 in a non-equilibrium geometry (ωB97M-V/def2-TZVPD, the Open Molecules 2025 dataset).

- ΔE to the lowest compared entry with this formula, charge and spin (kcal per mole) = 5.4
- lowest unoccupied orbital energy (eV) = 0.73
- E_tot (eV) = -25026.941
- charge = 0
- SMILES = CC(=O)Oc1ccc(Cl)cc1
- HOMO level (eV) = -9.10

Last column: natural (NBO) charge in e.
Element x y z (Å)
C  -1.35842  0.57544  -3.18013  -0.718
C  -0.67566  0.91218  -1.88777  0.804
C  -0.01129  -0.23146  0.13976  0.271
C  1.19017  0.44602  0.46790  -0.212
C  1.68883  0.39565  1.78681  -0.222
C  1.01700  -0.43715  2.69992  -0.034
C  -0.02988  -1.25624  2.32870  -0.232
C  -0.52563  -1.15676  1.02386  -0.226
H  -1.52114  1.44761  -3.79177  0.237
H  -0.75071  -0.15152  -3.70549  0.243
H  -2.32045  0.10787  -2.96096  0.247
H  1.65569  1.05469  -0.25476  0.231
H  2.51733  1.04935  2.06348  0.237
H  -0.37917  -2.01540  2.98952  0.233
H  -1.31190  -1.81957  0.62013  0.232
O  -0.44666  2.00197  -1.39571  -0.562
O  -0.47739  -0.31211  -1.21958  -0.526
Cl  1.73929  -0.61057  4.27610  -0.004

=====

[5]
# C8H7F5OSi

The molecule C8H7F5OSi in a non-equilibrium geometry (ωB97M-V/def2-TZVPD, the Open Molecules 2025 dataset).

- ΔE to the lowest compared entry with this formula, charge and spin (kcal per mole) = 0.0
- lowest unoccupied orbital energy (eV) = 0.03
- E_tot (eV) = -31918.815
- charge = 0
- SMILES = FC[Si@](OF)(c1ccccc1)C(F)(F)F
- HOMO level (eV) = -10.00

Last column: natural (NBO) charge in e.
Element x y z (Å)
C  2.39457  2.06955  -1.09683  -0.173
C  1.41178  1.75201  -2.04510  -0.195
C  2.33780  1.56020  0.20010  -0.204
C  0.29383  0.96462  -1.68750  -0.168
C  1.26998  0.75456  0.55842  -0.172
C  0.27890  0.44829  -0.36781  -0.532
C  -0.66136  -2.62159  0.14611  -0.377
C  -1.70000  -0.40093  1.96163  0.637
O  -2.49661  -0.32362  -0.87321  -0.432
F  0.61766  -2.79759  -0.36862  -0.376
F  -2.12071  -1.63978  2.37436  -0.347
F  -2.69321  0.46606  2.05653  -0.310
F  -0.71568  -0.01254  2.84435  -0.348
F  -3.51254  -1.32806  -0.58906  -0.161
Si  -1.07640  -0.71024  0.16341  1.646
H  3.17021  2.68942  -1.23746  0.205
H  1.43310  2.04825  -3.00078  0.207
H  2.97620  2.05461  0.85690  0.214
H  -0.58744  0.89125  -2.29198  0.227
H  1.29644  0.32841  1.56160  0.226
H  -1.47417  -3.18347  -0.38976  0.215
H  -0.44235  -3.00943  1.22468  0.217

=====

[6]
# C8H7IN2O

A cluster of 2 separate species, C8H7IN2O in total in a non-equilibrium geometry (ωB97M-V/def2-TZVPD, the Open Molecules 2025 dataset).

- ΔE to the lowest compared entry with this formula, charge and spin (kcal per mole) = 34.7
- lowest unoccupied orbital energy (eV) = 0.56
- E_tot (eV) = -21534.298
- charge = 0
- HOMO level (eV) = -8.61

Last column: natural (NBO) charge in e.
Element x y z (Å)
C  -0.82680  1.34622  1.84827  -0.250
C  -0.26432  0.49214  2.85955  -0.169
C  -0.49148  1.17692  0.51580  -0.128
C  0.49024  -0.57478  2.52713  -0.262
C  0.29187  0.12903  0.19975  -0.232
C  0.70844  -0.81132  1.19400  0.168
C  -1.28029  0.61502  -3.83443  0.332
C  0.61702  -0.39442  -1.04827  -0.008
N  1.38625  -1.81561  0.56528  -0.445
N  1.12640  -1.52032  -0.81851  -0.353
O  -2.24048  -0.05940  -3.92965  -0.479
I  -0.51342  1.57731  -5.64267  -0.051
H  -1.38048  2.23166  2.16793  0.215
H  -0.38610  0.86502  3.83036  0.216
H  -0.83005  1.78641  -0.32312  0.220
H  0.78715  -1.35381  3.35712  0.217
H  -0.88188  0.96276  -2.88587  0.182
H  2.04183  -2.55947  0.89063  0.426
H  1.64610  -2.09337  -1.47329  0.404

=====

[7]
# C8H7N

The molecule C8H7N in a non-equilibrium geometry (ωB97M-V/def2-TZVPD, the Open Molecules 2025 dataset).

- ΔE to the lowest compared entry with this formula, charge and spin (kcal per mole) = 127.9
- lowest unoccupied orbital energy (alpha / beta) (eV) = -0.65 / -0.65
- E_tot (eV) = -9893.259
- charge = 0
- HOMO level (alpha / beta) (eV) = -7.24 / -7.23

Last column: natural (NBO) charge in e.
Element x y z (Å)
C  1.90744  0.78286  0.76388  -0.401
C  1.84686  2.08519  0.22431  0.030
C  0.77644  0.01554  0.49269  -0.096
C  0.06141  0.80050  -0.42380  -0.056
C  -1.22376  0.45939  -0.71197  -0.050
C  -1.77680  -0.78580  -0.45852  -0.406
C  -0.99863  -1.80795  -0.04104  0.264
C  -0.69083  -3.01752  0.34301  -0.511
N  0.64685  2.05353  -0.38076  -0.515
H  2.79924  0.59107  1.32629  0.206
H  2.42676  2.97883  0.40973  0.222
H  -1.81867  1.17959  -1.15342  0.195
H  -2.91021  -0.99207  -0.67473  0.246
H  -0.79171  -3.94703  -0.21798  0.234
H  -0.37837  -3.15257  1.37642  0.243
H  0.12402  2.75645  -0.87411  0.397

=====

[8]
# C8H7N3O2

A structure of composition C8H7N3O2 in a non-equilibrium geometry (ωB97M-V/def2-TZVPD, the Open Molecules 2025 dataset).

- ΔE to the lowest compared entry with this formula, charge and spin (kcal per mole) = 87.2
- lowest unoccupied orbital energy (eV) = -0.43
- E_tot (eV) = -16969.572
- charge = 0
- HOMO level (eV) = -8.66

Last column: natural (NBO) charge in e.
Element x y z (Å)
C  -1.96284  0.16669  -0.60883  -0.242
C  -1.06672  -0.87285  -0.80293  -0.185
C  -1.46744  1.26968  0.09940  -0.163
C  0.24307  -0.82628  -0.29913  -0.261
C  -0.21581  1.33755  0.64761  -0.291
C  0.66296  0.25581  0.52420  0.116
C  3.09995  -0.97698  0.47136  0.422
C  3.96864  -0.16247  -0.46519  0.670
N  2.99964  -2.14185  0.85244  -0.553
N  2.63357  1.50660  0.60282  -0.156
N  1.92785  0.42060  1.03609  -0.355
O  4.78589  -0.66886  -1.17334  -0.511
O  3.65253  1.11848  -0.43390  -0.359
H  -2.86135  0.20085  -1.16373  0.222
H  -1.27038  -1.71066  -1.37930  0.211
H  -2.16927  2.20792  0.16831  0.216
H  0.97575  -1.70576  -0.59249  0.222
H  0.04090  2.20903  1.35284  0.232
H  2.21299  -2.39870  1.49048  0.409
H  2.02052  2.16455  0.05334  0.355

=====

Which value of ΔE to the lowest compared entry with this formula, charge and spin does entry 4 give?
5.4 kcal per mole